1.
Computed, not measured: a structure of composition C35H44CaN3O3S3Si, with wB97M-V/def2-TZVPD.

Last column: Löwdin charge in e.
Atoms and positions in Å:
1 Ca -0.05100 -0.84189 -0.36312  1.22
2 C -0.47417 5.66277 1.65674  -0.49
3 C 0.51477 4.84587 2.47739  -0.50
4 S 0.23749 3.05042 2.10338  0.71
5 C -0.17049 2.36195 3.81483  -0.46
6 C -1.34428 1.39879 3.78791  -0.51
7 S -2.05090 1.20884 2.12005  0.81
8 C -3.21394 2.65145 2.03599  -0.51
9 C -2.66023 4.05849 2.08229  -0.54
10 S -1.44768 4.36799 0.76186  0.71
11 H -1.13720 6.19754 2.35564  0.07
12 H 0.00238 6.38274 0.95485  0.08
13 H 1.57889 5.04239 2.26490  0.06
14 H 0.40209 4.93614 3.56206  0.06
15 H 0.75025 1.94910 4.13015  0.04
16 H -0.40961 3.21875 4.44289  0.06
17 H -1.07474 0.37027 4.08949  0.08
18 H -2.14020 1.72437 4.49310  0.08
19 H -3.82062 2.48480 1.12224  0.08
20 H -3.83555 2.49209 2.92816  0.07
21 H -3.49950 4.79061 1.91339  0.09
22 H -2.20814 4.29248 3.04280  0.07
23 C -3.23470 1.26429 -2.92061  -0.03
24 C -1.76765 1.63458 -3.01550  -0.30
25 C -1.38534 2.64298 -3.95972  -0.06
26 C -0.18562 3.35709 -3.85223  -0.07
27 C 0.79570 2.86707 -2.94804  -0.04
28 C 0.48796 1.70641 -2.19069  -0.37
29 N -0.78274 1.14003 -2.22616  0.13
30 N 1.45620 1.10570 -1.44218  -0.07
31 Si 3.31549 1.47354 -1.49192  0.56
32 C 3.93888 0.23425 -0.12858  -0.16
33 C 3.85084 1.13861 -3.27685  -0.17
34 C 3.34967 3.21346 -0.87164  -0.20
35 H -3.57166 0.73537 -3.87253  0.11
36 H -3.79849 2.16700 -2.75884  0.06
37 H -3.35617 0.56137 -2.07988  0.07
38 H -2.13778 2.87792 -4.68079  0.09
39 H -0.05896 4.21598 -4.50997  0.10
40 H 1.73502 3.40925 -2.75231  0.07
41 H 4.26140 -0.71903 -0.53942  0.02
42 H 3.12120 0.10320 0.60743  0.01
43 H 4.82986 0.67618 0.37646  0.03
44 H 3.42793 0.19043 -3.60262  0.01
45 H 4.96088 1.10405 -3.38746  0.03
46 H 3.45788 1.92158 -3.95490  0.03
47 H 4.20949 3.27753 -0.21342  0.01
48 H 2.42736 3.41621 -0.30094  0.03
49 H 3.53642 4.03073 -1.61745  0.04
50 C 5.47710 -4.62085 3.59153  -0.07
51 O 4.95333 -3.34856 3.12273  -0.07
52 C 3.63330 -3.20861 3.17778  -0.34
53 C 2.72890 -4.15575 3.72462  -0.04
54 C 1.34081 -4.05326 3.41736  -0.03
55 C 0.87565 -3.01698 2.60369  -0.11
56 C -0.48170 -3.04416 2.06838  -0.34
57 C -1.45508 -4.07702 2.57470  -0.02
58 O -0.88484 -2.27248 1.15696  -0.16
59 C 1.79919 -1.95148 2.23995  -0.33
60 O 1.34136 -0.98450 1.50539  -0.23
61 C 3.16113 -2.06084 2.61971  0.05
62 H 6.58093 -4.48734 3.66189  0.09
63 H 5.23605 -5.44867 2.85681  0.11
64 H 5.09483 -4.86107 4.60225  0.08
65 H 3.07577 -4.96134 4.37059  0.08
66 H 0.69661 -4.87092 3.70210  0.09
67 H -1.70963 -3.98576 3.67437  0.10
68 H -1.00271 -5.07644 2.45306  0.08
69 H -2.39694 -4.04313 1.97275  0.09
70 H 3.89723 -1.30911 2.43634  0.11
71 C -2.99108 -2.86915 -5.30043  -0.12
72 C -1.84213 -2.12532 -5.00776  -0.13
73 C -1.52870 -1.79205 -3.70025  -0.06
74 C -2.39008 -2.16523 -2.60857  -0.21
75 C -2.10434 -1.77935 -1.29610  -0.21
76 C -3.12669 -1.96171 -0.40740  -0.19
77 C -4.31958 -2.63408 -0.73061  -0.12
78 C -4.55507 -3.12187 -1.97196  -0.10
79 C -3.60409 -2.89571 -2.96681  -0.20
80 C -3.82132 -3.33499 -4.27480  -0.07
81 H -3.21301 -3.19166 -6.33474  0.09
82 H -1.25186 -1.64028 -5.83775  0.11
83 H -0.58974 -1.26622 -3.44442  0.07
84 H -2.95434 -1.70929 0.63521  0.05
85 H -5.07646 -2.63868 0.03621  0.08
86 H -5.48795 -3.71352 -2.15437  0.11
87 H -4.66675 -3.95272 -4.50165  0.09
88 N 1.31741 -1.71016 -1.64702  -0.29
89 C 1.91198 -2.15635 -2.55345  -0.19
90 H 1.50179 0.10484 -1.63252  -0.04

Calculated values
energy relative to the best compared isomer or geometry (same formula, charge and spin) = 165.6 kJ/mol
molar mass = 719.12 g mol⁻¹
HOMO level = -3.96 eV
Kohn-Sham gap = 5.91 eV
LUMO level = 1.95 eV
total charge = -1

2.
Computed, not measured: a structure of composition C26H27AuN5S2, with wB97M-V/def2-TZVPD.

Last column: Löwdin spin population.
Atoms and positions in Å:
1 Au 0.48184 0.69910 -0.51182  0.54
2 C 3.19716 1.70637 1.62458  0.00
3 C 3.54698 0.90457 0.34712  0.01
4 N 2.65779 1.27598 -0.77082  0.10
5 C 2.74686 2.74885 -1.14249  0.00
6 C 1.40916 3.50302 -1.30420  0.01
7 N 0.23995 2.94683 -0.54329  0.13
8 C 0.10995 3.61996 0.80765  0.01
9 C 1.37932 3.37488 1.60342  0.00
10 N 1.71343 2.01616 1.81231  0.00
11 H 3.69152 1.15113 2.41847  0.00
12 H 3.76669 2.62860 1.66485  0.00
13 H 4.56657 1.22510 0.08605  0.00
14 H 3.60996 -0.14484 0.57154  0.00
15 H 2.91262 0.74213 -1.63172  0.00
16 H 3.42563 3.28833 -0.48072  0.00
17 H 3.15823 2.83173 -2.15272  0.00
18 H 1.47613 4.52078 -1.02411  0.00
19 H 1.13695 3.46234 -2.39444  0.00
20 H -0.70113 3.04297 -0.95806  0.00
21 H -0.01745 4.66687 0.64092  0.00
22 H -0.80790 3.23017 1.25933  0.00
23 H 2.12955 3.87545 1.04702  0.00
24 H 1.41323 3.94184 2.51950  0.00
25 H 1.33858 1.57018 2.65883  0.00
26 S -4.66231 3.10741 -0.11082  0.00
27 C -6.20064 3.73318 0.23745  0.01
28 C -7.01795 2.62398 0.48941  0.00
29 C -6.29563 1.37927 0.52622  0.00
30 C -5.02115 1.49483 0.20178  0.00
31 C -3.91501 0.47252 -0.04774  0.01
32 C -2.59715 0.95085 -0.21257  0.01
33 N -1.56025 0.11548 -0.34042  0.10
34 C -1.87538 -1.19394 -0.49873  0.01
35 C -3.15880 -1.71216 -0.35586  0.02
36 C -3.25063 -3.13309 -0.22863  -0.01
37 C -2.19359 -3.96590 -0.30375  0.01
38 C -0.92207 -3.39766 -0.51361  0.01
39 C 0.27439 -4.23404 -0.51055  0.10
40 C 1.57198 -3.70849 -0.41897  0.04
41 C 1.61995 -2.25325 -0.36319  0.04
42 N 0.54713 -1.48423 -0.52396  0.08
43 C -0.78437 -2.08317 -0.49420  0.03
44 C 2.79006 -4.53451 -0.43757  0.24
45 C 4.11858 -4.05144 -0.70239  0.07
46 C 4.99367 -5.15912 -0.43732  0.12
47 C 4.36883 -6.35254 -0.13238  0.28
48 S 2.72573 -6.17406 0.10899  0.02
49 C -4.30209 -0.83949 -0.13773  -0.02
50 H -6.31322 4.77859 0.20644  0.00
51 H -8.07084 2.65999 0.67974  0.00
52 H -7.05362 0.57573 0.75540  0.00
53 H -2.44609 1.98748 0.03749  0.00
54 H -4.28330 -3.51821 -0.00386  0.00
55 H -2.31713 -5.07145 -0.26726  0.00
56 H 0.11683 -5.38155 -0.67122  0.00
57 H 2.48890 -1.72707 -0.18614  0.00
58 H 4.43061 -3.10025 -1.08091  0.00
59 H 6.00277 -5.13204 -0.55417  0.00
60 H 4.88761 -7.30574 0.11552  0.01
61 H -5.27748 -1.19439 0.02834  0.00

Calculated values
⟨S²⟩ = 2.030
molar mass = 670.64 g mol⁻¹
HOMO level (alpha / beta) = -15.35 / -15.32 eV
Kohn-Sham gap (alpha / beta) = 5.86 / 3.31 eV
2S+1 = 3
LUMO level (alpha / beta) = -9.49 / -12.02 eV
total charge = +3

3.
Computed, not measured: a cluster of 4 separate species, H7O3S in total, with wB97M-V/def2-TZVPD.

Last column: Löwdin spin population.
Atoms and positions in Å:
1 S -0.96709 -0.83271 -2.14046  0.95
2 H -1.51867 -0.44164 -3.30279  0.05
3 H 0.94884 0.19269 2.22092  0.00
4 H 0.74927 1.62999 1.79214  0.00
5 O 1.04929 1.09724 2.53636  0.00
6 H -1.14966 2.62704 -0.81479  0.00
7 H -0.36552 1.29610 -0.77576  0.00
8 O -0.46507 2.14939 -0.34202  0.00
9 H 1.13289 -3.13750 0.18803  0.00
10 H 0.12619 -1.97150 0.00180  0.00
11 O 0.45953 -2.60910 0.63657  0.00

Calculated values
energy relative to the best compared isomer or geometry (same formula, charge and spin) = 22.0 kJ/mol
⟨S²⟩ = 0.753
molar mass = 87.12 g mol⁻¹
HOMO level (alpha / beta) = -10.95 / -10.74 eV
Kohn-Sham gap (alpha / beta) = 11.17 / 7.28 eV
2S+1 = 2
LUMO level (alpha / beta) = 0.22 / -3.46 eV

> The lowest molar mass belongs to which entry?

H7O3S